P.
Computed, not measured: 2 unconnected molecules or ions with the total composition C3H3N3O, with ωB97M-V/def2-TZVPD.

XYZ file:
```
10
C3H3N3O (ωB97M-V/def2-TZVPD)
N 2.291 -0.111 0.803
C 1.366 -0.158 0.012
N -0.149 1.092 -1.284
N -1.363 1.288 -1.435
O -1.328 -0.625 2.429
C -1.937 -0.267 1.542
C 0.255 -0.145 -0.706
H 3.224 -0.304 0.446
H -1.920 0.497 -1.053
H -0.348 -1.046 -0.815
```

Its HOMO energy is -9.291 eV. For the lowest unoccupied orbital energy, the calculation gives 0.4 eV. The value obtained for the orbital gap is 9.66 eV. As for the charge: 0.



Q.
Computed, not measured: 2 unconnected molecules or ions with the total composition C3H3N3O, with ωB97M-V/def2-TZVPD.

XYZ file:
```
10
C3H3N3O (ωB97M-V/def2-TZVPD)
N 2.020 -0.141 0.437
C 0.935 -0.604 0.156
N 0.820 2.397 -0.701
N -0.245 2.608 -0.513
O -1.639 0.448 0.930
C -1.502 -0.626 0.381
C -0.230 -1.200 -0.067
H 2.441 0.536 -0.195
H -2.378 -1.274 0.170
H -0.222 -2.145 -0.599
```

Its HOMO energy is -9.682 eV. For the lowest unoccupied orbital energy, the calculation gives 0.5 eV. The value obtained for the orbital gap is 10.18 eV. As for the charge: 0. Its structure (SMILES) is N=C=CC=O.N#N.



R.
Computed, not measured: a molecular structure, C3H3N3O, with ωB97M-V/def2-TZVPD.

XYZ file:
```
10
C3H3N3O (ωB97M-V/def2-TZVPD)
C 1.542 -0.603 0.174
C 0.147 1.659 0.046
C -0.225 0.280 0.296
N 2.233 -1.500 -0.070
N 0.530 2.720 -0.175
N -0.844 -0.355 -0.746
O -0.722 0.013 1.512
H -0.705 -1.383 -0.703
H -0.746 -0.100 -1.711
H -1.210 -0.730 1.377
```

Its HOMO energy is -11.083 eV. For the lowest unoccupied orbital energy, the calculation gives -0.5 eV. The value obtained for the orbital gap is 10.63 eV. As for the charge: 0.



S.
Computed, not measured: a single C3H3N3O molecule, with ωB97M-V/def2-TZVPD.

XYZ file:
```
10
C3H3N3O (ωB97M-V/def2-TZVPD)
O -0.742 2.261 -0.516
C -0.478 1.127 -0.266
N -0.429 0.058 -1.256
N -0.700 -0.912 -0.292
C 0.589 -1.167 0.210
C 0.649 -0.299 1.257
N -0.357 0.613 1.072
H -1.197 0.181 -1.916
H 1.352 -1.631 -0.409
H 1.311 -0.232 2.116
```

Its HOMO energy (alpha / beta) is -9.788 / -9.873 eV. For the lowest unoccupied orbital energy (alpha / beta), the calculation gives -1.3 / -1.6 eV. The value obtained for the orbital gap (alpha / beta) is 8.47 / 8.26 eV. As for the charge: 0. Its structure (SMILES) is O=c1nccn[nH]1.



Of them, S has the lowest stability.



P.
Computed, not measured: a single CH3Cl2FSi molecule, with ωB97M-V/def2-TZVPD.

XYZ file:
```
8
CH3Cl2FSi (ωB97M-V/def2-TZVPD)
C -0.941 -0.021 -0.302
F -1.529 1.207 -0.086
Si 0.806 -0.032 0.406
Cl 1.854 1.651 -0.108
Cl 1.537 -1.858 -0.134
H -1.729 -0.694 -0.187
H -0.944 -0.082 -1.467
H 0.947 -0.170 1.879
```

Its HOMO energy is -11.194 eV. For the lowest unoccupied orbital energy, the calculation gives 0.7 eV. The value obtained for the orbital gap is 11.88 eV. As for the charge: 0. Its structure (SMILES) is FC[SiH](Cl)Cl.



Q.
Computed, not measured: a molecular structure, CH3Cl2FSi, with ωB97M-V/def2-TZVPD.

XYZ file:
```
8
CH3Cl2FSi (ωB97M-V/def2-TZVPD)
C -0.355 -0.761 -0.710
F 1.713 -0.013 1.264
Si 0.290 0.407 0.655
Cl -0.812 0.619 2.312
Cl 0.865 2.869 -0.206
H -0.587 -0.295 -1.693
H 0.228 -1.573 -1.170
H -1.341 -1.252 -0.452
```

Its HOMO energy is -10.507 eV. For the lowest unoccupied orbital energy, the calculation gives -0.7 eV. The value obtained for the orbital gap is 9.84 eV. As for the charge: 0.



Of them, P has the lowest stability.



P.
Computed, not measured: 2 unconnected molecules or ions with the total composition CH3Cl2FSi, with ωB97M-V/def2-TZVPD.

XYZ file:
```
8
CH3Cl2FSi (ωB97M-V/def2-TZVPD)
C -0.990 -0.102 -0.185
F 0.945 0.434 2.077
Si 0.791 0.219 -0.195
Cl 1.809 1.831 -0.717
Cl 1.674 -1.473 -0.648
H -1.808 0.578 -0.414
H -1.039 -1.089 -0.735
H -1.382 -0.398 0.816
```

Its HOMO energy is -11.055 eV. For the lowest unoccupied orbital energy, the calculation gives 0.2 eV. The value obtained for the orbital gap is 11.22 eV. As for the charge: 0.



Q.
Computed, not measured: a molecular structure, CH3Cl2FSi, with ωB97M-V/def2-TZVPD.

XYZ file:
```
8
CH3Cl2FSi (ωB97M-V/def2-TZVPD)
C 1.583 -1.567 1.107
F 2.146 -2.805 0.711
Si 2.192 -0.004 0.455
Cl 3.343 0.257 -1.176
Cl 1.643 1.836 1.218
H 1.269 -1.805 2.146
H 0.529 1.854 -3.195
H 1.212 1.431 -2.969
```

Its HOMO energy is -8.564 eV. For the lowest unoccupied orbital energy, the calculation gives -0.2 eV. The value obtained for the orbital gap is 8.40 eV. As for the charge: 0.



Of them, Q has the lowest stability.



P.
Computed, not measured: a single C5H8N2O3 molecule, with ωB97M-V/def2-TZVPD.

XYZ file:
```
18
C5H8N2O3 (ωB97M-V/def2-TZVPD)
C 0.666 2.418 1.142
N 0.827 1.419 0.107
C 0.057 0.432 0.049
O -0.221 -0.428 1.353
C -0.640 -1.614 0.898
O -0.513 -2.634 1.740
C -0.746 -1.729 -0.457
C -0.204 -0.528 -1.104
N 0.903 -0.720 -1.956
H -0.262 2.993 1.002
H 0.647 1.985 2.154
H 1.487 3.142 1.060
H -1.076 -2.617 -0.990
H 0.682 -1.294 -2.763
H 1.360 0.139 -2.248
H 0.030 -2.385 2.498
O -1.181 0.585 -1.581
H -1.817 0.836 -0.904
```

Its HOMO energy is -8.554 eV. For the lowest unoccupied orbital energy, the calculation gives 0.4 eV. The value obtained for the orbital gap is 8.94 eV. As for the charge: 0. Its structure (SMILES) is C/N=C1\OC(O)=C[C@@]1(N)O.



Q.
Computed, not measured: 2 unconnected molecules or ions with the total composition C5H8N2O3, with ωB97M-V/def2-TZVPD.

XYZ file:
```
18
C5H8N2O3 (ωB97M-V/def2-TZVPD)
O -1.442 -1.938 1.531
C -0.985 -0.908 1.084
N -0.478 0.092 1.877
C 0.130 1.236 1.376
N 0.232 1.507 0.135
C -0.747 0.868 -0.733
C -0.848 -0.609 -0.393
C -0.280 -1.711 -1.275
O -1.657 -1.374 -1.245
H -0.570 -0.018 2.881
H 0.734 1.779 2.108
H -1.736 1.343 -0.631
H -0.432 0.988 -1.778
H 0.221 -1.448 -2.210
H -0.037 -2.674 -0.818
H 1.844 0.751 -0.810
O 2.830 0.619 -0.549
H 3.221 1.497 -0.551
```

Its HOMO energy is -9.979 eV. For the lowest unoccupied orbital energy, the calculation gives 0.4 eV. The value obtained for the orbital gap is 10.37 eV. As for the charge: 0. Its structure (SMILES) is O=C1NC=NC[C@@]12CO2.O.



R.
Computed, not measured: a single C5H8N2O3 molecule, with ωB97M-V/def2-TZVPD.

XYZ file:
```
18
C5H8N2O3 (ωB97M-V/def2-TZVPD)
C -0.329 0.937 0.428
C 1.565 -0.771 0.000
C -0.763 -0.467 0.198
C -1.152 -0.182 -1.260
C -1.872 -0.794 1.190
N 1.494 0.527 -0.353
N 2.542 1.383 -0.187
O -0.806 1.952 0.683
O 2.588 -1.444 0.137
O 0.293 -1.366 0.182
H -2.202 -0.069 -1.229
H -0.644 -0.979 -1.928
H -0.635 0.814 -1.540
H -2.443 0.116 1.177
H -1.450 -0.829 2.166
H -2.231 -1.801 1.011
H 2.664 1.904 -1.065
H 3.379 1.069 0.391
```

Its HOMO energy (alpha / beta) is -8.321 / -8.322 eV. For the lowest unoccupied orbital energy (alpha / beta), the calculation gives 0.4 / 0.4 eV. The value obtained for the orbital gap (alpha / beta) is 8.77 / 8.77 eV. As for the charge: 0.



Of them, P has the lowest stability.



P.
Computed, not measured: 2 unconnected molecules or ions with the total composition C7H14N, with ωB97M-V/def2-TZVPD.

XYZ file:
```
22
C7H14N (ωB97M-V/def2-TZVPD)
C 0.254 0.148 -2.185
C -1.087 -0.400 -1.799
C -0.190 0.151 -0.580
C -0.714 1.454 -0.052
C 1.606 -3.182 0.597
C 0.530 -2.150 0.108
C 0.864 -0.830 -0.096
N -1.143 3.622 2.900
H 0.202 1.148 -2.537
H 0.671 -0.664 -3.074
H -1.795 0.375 -2.056
H -1.366 -1.445 -1.745
H -0.349 2.326 -0.515
H -0.676 1.609 1.004
H 2.636 -2.754 0.444
H 1.610 -4.219 0.130
H 1.390 -3.368 1.651
H -0.487 -2.603 -0.081
H 1.933 -0.546 -0.171
H -0.627 4.488 2.597
H -2.038 3.988 3.309
H -1.222 2.852 2.151
```

Its HOMO energy (alpha / beta) is -8.181 / -8.530 eV. The spin multiplicity is 2. For the lowest unoccupied orbital energy (alpha / beta), the calculation gives 1.0 / -0.3 eV. The value obtained for the orbital gap (alpha / beta) is 9.20 / 8.26 eV. As for the charge: 0.



Q.
Computed, not measured: a single C7H14N molecule, with ωB97M-V/def2-TZVPD.

XYZ file:
```
22
C7H14N (ωB97M-V/def2-TZVPD)
C 2.114 -0.594 1.643
C 0.499 -0.762 1.612
C -0.058 0.541 1.045
C -2.809 1.733 -2.491
C -1.929 0.745 -2.362
C -1.467 0.338 -1.004
C -0.241 0.572 -0.486
N 2.755 -1.871 1.135
H 2.528 0.159 1.037
H 2.448 -0.480 2.697
H 0.196 -0.894 2.631
H 0.253 -1.676 1.075
H 0.549 1.305 1.462
H -1.023 0.687 1.657
H -2.936 2.352 -3.221
H -3.452 1.844 -1.688
H -1.411 0.173 -3.102
H -2.238 -0.341 -0.365
H 0.551 1.042 -1.012
H 2.659 -2.743 1.848
H 3.763 -1.639 0.922
H 2.172 -2.142 0.367
```

Its HOMO energy (alpha / beta) is -3.716 / -9.268 eV. The spin multiplicity is 2. For the lowest unoccupied orbital energy (alpha / beta), the calculation gives 1.0 / 0.8 eV. The value obtained for the orbital gap (alpha / beta) is 4.67 / 10.04 eV. As for the charge: 0.



Of them, Q has the lowest stability.



P.
Computed, not measured: a molecular structure, C4H12N4O, with ωB97M-V/def2-TZVPD.

XYZ file:
```
21
C4H12N4O (ωB97M-V/def2-TZVPD)
C 0.121 -0.630 1.871
C 0.115 -0.613 0.348
N -1.579 -1.020 -1.387
C -1.288 -0.357 -0.216
O 0.649 -1.797 -0.182
H 1.563 -1.508 -0.484
H -2.543 -1.065 -1.680
H -0.923 -1.748 -1.642
H -2.094 -0.317 0.517
H 1.146 -0.687 2.235
H -0.382 0.248 2.274
H -0.399 -1.521 2.228
C 0.888 0.621 -0.315
N 1.397 1.549 0.613
N -0.907 1.306 -0.516
N 1.681 0.310 -1.335
H 2.354 1.415 0.909
H 1.340 2.502 0.279
H -1.512 1.913 0.027
H -0.826 1.611 -1.482
H 1.199 -0.211 -2.065
```

Its HOMO energy is -8.105 eV. For the lowest unoccupied orbital energy, the calculation gives 0.8 eV. The value obtained for the orbital gap is 8.86 eV. As for the charge: 0.



Q.
Computed, not measured: a molecular structure, C4H12N4O, with ωB97M-V/def2-TZVPD.

XYZ file:
```
21
C4H12N4O (ωB97M-V/def2-TZVPD)
C 1.168 0.866 -1.884
C -0.513 1.416 0.041
C -0.074 -0.654 0.511
C 1.285 -1.257 0.680
H 2.069 0.630 -2.465
H 1.599 0.789 -0.852
H 1.297 2.048 -2.265
H -0.508 -0.281 -2.646
H 0.606 1.787 0.377
H -1.124 1.567 0.921
H -1.295 2.343 -0.619
H 1.111 -2.050 -0.018
H 2.109 -0.576 0.516
H 0.434 -1.277 2.382
H -2.865 -0.862 0.532
H -2.912 -1.015 2.285
N 0.114 -0.168 -1.810
N -0.585 -0.060 -0.660
N -0.927 -0.738 1.512
N -2.331 -0.613 1.445
O 1.345 -1.894 2.016
```

Its HOMO energy is -8.360 eV. For the lowest unoccupied orbital energy, the calculation gives 0.8 eV. The value obtained for the orbital gap is 9.15 eV. As for the charge: 0.



Of them, Q has the lowest stability.